1.
This record from OMol25 describes one molecule with the formula C19H19Cl2N3O at a distorted geometry. The level of theory is ωB97M-V with the def2-TZVPD basis set.

- Charge: 0
- Relative energy (zero: lowest compared OMol25 entry of this formula, charge and spin): 52.7 kcal/mol
- HOMO-LUMO gap: 0.260 hartree
- Multiplicity: 1
- Calculated total energy: -51571.457 eV
- LUMO energy: -0.3 eV

Last column: Löwdin charge in e.
CARTESIAN COORDINATES (ANGSTROEM)
Cl 5.141 -2.796 3.315  0.547
Cl 1.384 -6.329 4.111  0.627
N -0.098 1.032 -0.684  0.051
O 0.546 3.601 -1.568  0.035
C -0.825 3.800 -1.711  -0.166
C -1.754 2.849 -1.233  -0.145
C -1.367 1.383 -0.898  0.014
C -2.141 6.679 -3.800  -0.103
C -3.472 6.420 -3.668  -0.123
C -0.371 -0.918 0.916  -0.036
C 1.325 -0.900 -0.643  0.005
C -1.108 6.046 -3.005  0.035
C -3.885 5.321 -2.940  -0.017
C 0.060 -2.202 1.360  -0.012
C 1.869 -2.175 -0.163  -0.002
C 0.215 -0.197 -0.118  -0.312
C -1.542 4.887 -2.340  -0.126
C -2.887 4.558 -2.319  -0.181
C 1.229 -2.842 0.878  -0.266
N -2.959 3.395 -1.550  0.071
N 1.731 -4.036 1.459  -0.125
C 3.427 -3.219 3.231  -0.581
C 0.398 -5.235 3.245  -0.636
C 3.173 -4.025 1.854  -0.190
C 0.879 -5.214 1.787  -0.219
H 0.652 2.750 -1.063  0.078
H -2.207 0.669 -0.672  0.127
H -1.803 7.572 -4.358  0.102
H -4.220 7.222 -4.059  0.143
H -1.147 -0.588 1.542  0.085
H 1.830 -0.454 -1.545  0.119
H -0.069 6.248 -3.058  0.101
H -4.900 5.113 -2.856  0.086
H -0.538 -2.651 2.177  0.107
H 2.745 -2.639 -0.575  0.097
H -3.804 2.892 -1.318  0.155
H 2.891 -2.232 3.264  0.079
H 3.139 -3.828 4.091  0.044
H 0.360 -4.289 3.758  0.063
H -0.614 -5.718 3.271  0.079
H 3.426 -5.081 2.003  0.107
H 3.726 -3.496 1.040  0.095
H -0.006 -5.380 1.158  0.128
H 1.570 -5.997 1.687  0.061

2.
This record from OMol25 describes C48H40AsIIrO4P2S4Sb as an isolated structure at a distorted geometry. The level of theory is ωB97M-V with the def2-TZVPD basis set.

- Charge: 0
- Relative energy (zero: lowest compared OMol25 entry of this formula, charge and spin): 106.8 kcal/mol
- HOMO-LUMO gap (spin up / spin down): 0.143 / 0.137 hartree
- Multiplicity: 1
- Calculated total energy: -198848.846 eV
- LUMO energy (spin up / spin down): -2.7 / -2.8 eV

Last column: Löwdin charge in e.
CARTESIAN COORDINATES (ANGSTROEM)
Ir -1.388 0.717 -0.227  0.411
S -5.678 -0.251 2.213  -0.245
Sb -3.516 0.316 2.626  0.334
S -2.823 2.067 0.894  -0.149
S -2.140 -1.048 1.050  0.000
I -3.215 1.869 -2.293  1.317
C -3.715 1.466 -4.307  -0.516
C -4.109 2.529 -5.078  -0.138
C -4.662 2.315 -6.349  -0.069
C -4.881 1.042 -6.792  -0.026
C -4.474 -0.065 -6.018  -0.154
C -4.747 -1.377 -6.453  -0.016
C -4.323 -2.459 -5.735  -0.044
C -3.562 -2.258 -4.583  -0.074
C -3.290 -0.995 -4.106  -0.266
P -2.294 -1.002 -2.577  1.050
C -3.633 -1.914 -1.613  -0.384
C -3.579 -3.276 -1.343  -0.110
C -4.652 -3.891 -0.720  -0.067
C -5.770 -3.162 -0.360  -0.070
C -5.824 -1.804 -0.623  -0.133
C -4.755 -1.187 -1.244  -0.154
C -1.021 -2.259 -2.900  -0.334
C -0.468 -2.355 -4.173  -0.072
C 0.640 -3.152 -4.390  -0.058
C 1.227 -3.828 -3.334  -0.065
C 0.689 -3.723 -2.060  -0.058
C -0.431 -2.945 -1.841  -0.103
C -3.801 0.137 -4.776  -0.188
H -4.023 3.530 -4.682  0.093
H -4.952 3.160 -6.955  0.107
H -5.368 0.854 -7.739  0.116
H -5.308 -1.505 -7.366  0.115
H -4.552 -3.465 -6.053  0.112
H -3.186 -3.118 -4.047  0.110
H -2.718 -3.864 -1.626  0.095
H -4.603 -4.951 -0.516  0.106
H -6.607 -3.642 0.122  0.107
H -6.682 -1.219 -0.334  0.078
H -4.819 -0.124 -1.439  0.033
H -0.895 -1.783 -4.986  0.117
H 1.057 -3.224 -5.384  0.108
H 2.108 -4.430 -3.502  0.105
H 1.161 -4.227 -1.230  0.108
H -0.826 -2.825 -0.841  0.078
C 2.184 1.062 0.527  -0.344
C 3.197 1.555 1.543  -0.449
As 5.033 0.773 1.468  1.314
C 5.426 1.245 3.347  -0.413
C 5.020 2.461 3.887  -0.125
C 5.262 2.765 5.216  -0.088
C 5.922 1.858 6.026  -0.092
C 6.360 0.656 5.494  -0.084
C 6.122 0.359 4.165  -0.127
C 4.592 -1.112 1.837  -0.423
C 3.854 -1.510 2.946  -0.136
C 3.592 -2.849 3.175  -0.082
C 4.072 -3.812 2.304  -0.085
C 4.817 -3.430 1.202  -0.089
C 5.072 -2.089 0.971  -0.128
P 0.521 1.653 1.045  1.030
C 0.712 3.452 1.196  -0.333
C 0.431 4.229 0.075  -0.072
C 0.539 5.605 0.148  -0.062
C 0.909 6.217 1.334  -0.071
C 1.204 5.446 2.447  -0.069
C 1.112 4.068 2.381  -0.098
C 0.295 1.020 2.730  -0.388
C -0.493 1.720 3.643  -0.170
C -0.787 1.170 4.880  -0.110
C -0.333 -0.101 5.203  -0.075
C 0.407 -0.823 4.281  -0.070
C 0.717 -0.271 3.051  -0.123
H 2.144 -0.029 0.459  0.081
H 2.368 1.439 -0.485  0.091
H 2.819 1.370 2.554  0.052
H 3.312 2.636 1.426  0.058
H 4.509 3.187 3.266  0.090
H 4.928 3.710 5.620  0.102
H 6.099 2.088 7.066  0.101
H 6.881 -0.054 6.121  0.104
H 6.469 -0.583 3.755  0.102
H 3.496 -0.769 3.650  0.102
H 3.015 -3.144 4.041  0.101
H 3.872 -4.858 2.489  0.103
H 5.203 -4.177 0.525  0.101
H 5.662 -1.789 0.111  0.091
H 0.117 3.752 -0.843  0.082
H 0.322 6.207 -0.722  0.108
H 0.966 7.294 1.392  0.106
H 1.495 5.924 3.370  0.107
H 1.343 3.472 3.252  0.103
H -0.883 2.693 3.375  0.096
H -1.368 1.735 5.595  0.110
H -0.567 -0.528 6.167  0.107
H 0.737 -1.825 4.520  0.103
H 1.276 -0.853 2.333  0.098
O -0.945 0.331 -3.409  -0.467
S 0.138 0.634 -2.397  0.238
O -0.003 -0.376 -1.301  -0.561
O -0.179 1.930 -1.763  -0.518
O 1.427 0.596 -2.996  -0.234

3.
This record from OMol25 describes a 2-piece molecular cluster, C7H16FN2O overall at a distorted geometry. The level of theory is ωB97M-V with the def2-TZVPD basis set.

- Charge: +1
- Relative energy (zero: lowest compared OMol25 entry of this formula, charge and spin): 77.4 kcal/mol
- HOMO-LUMO gap (spin up / spin down): 0.363 / 0.363 hartree
- Multiplicity: 1
- Calculated total energy: -15251.222 eV
- LUMO energy (spin up / spin down): -3.1 / -3.1 eV

Last column: Löwdin charge in e.
CARTESIAN COORDINATES (ANGSTROEM)
C -1.728 0.428 1.409  -0.155
C -0.263 0.044 1.361  -0.080
C -1.984 1.228 0.177  -0.129
C -0.012 -0.021 -0.150  -0.214
C 1.944 1.523 -0.698  0.038
C 2.359 -0.533 0.354  -0.032
C -1.382 -2.324 -1.036  -0.188
N -0.953 0.805 -0.708  -0.017
N 1.404 0.099 -0.568  -0.142
O -0.066 -1.941 -0.728  -0.213
F -0.843 1.268 -2.046  0.058
H -2.508 -0.415 1.545  0.151
H -1.925 1.124 2.379  0.175
H 0.465 0.924 1.665  0.162
H 0.032 -0.801 1.948  0.127
H -2.854 1.018 -0.340  0.119
H -1.842 2.282 0.470  0.148
H 2.035 1.923 0.335  0.107
H 2.966 1.546 -1.248  0.150
H 1.074 2.056 -1.179  0.105
H 2.080 -1.627 0.344  0.132
H 3.411 -0.366 -0.114  0.145
H 2.411 -0.028 1.326  0.103
H -1.997 -2.016 -0.158  0.074
H -1.437 -3.459 -1.031  0.107
H -1.878 -2.120 -1.982  0.075
H 1.492 -0.617 -1.328  0.194